# 1
54
Properties=species:S:1:pos:R:3:nbo_charge:R:1 method="wB97M-V/def2-TZVPD" relative_energy_kcal_mol=113.53 charge=0 smiles=CCO.CCO.CCO.CCO.CCO.CCO lumo_energy_ha=0.010
C 5.672 5.264 10.350 -0.6286
C 5.638 4.844 11.790 -0.0540
O 4.544 5.487 12.306 -0.7350
H 6.095 6.260 10.222 0.2152
H 4.690 5.176 9.885 0.2151
H 6.200 4.497 9.783 0.2047
H 6.548 5.130 12.317 0.1547
H 5.499 3.780 11.981 0.1529
H 3.963 4.955 12.855 0.4752
C 3.925 -0.204 4.689 -0.6323
C 4.525 -1.434 5.470 -0.0628
O 5.903 -1.262 5.264 -0.7169
H 2.840 -0.109 4.745 0.2004
H 4.073 -0.157 3.610 0.2163
H 4.336 0.695 5.149 0.2075
H 4.240 -2.391 5.034 0.1621
H 4.330 -1.438 6.543 0.1605
H 6.222 -1.319 6.168 0.4653
C 5.976 -5.969 0.971 -0.6391
C 6.187 -4.897 -0.107 -0.0537
O 5.066 -4.908 -0.864 -0.7167
H 6.121 -6.936 0.490 0.2135
H 5.059 -5.866 1.552 0.2035
H 6.838 -5.934 1.637 0.2045
H 7.062 -5.030 -0.743 0.1796
H 6.153 -3.880 0.283 0.1500
H 4.321 -4.653 -0.315 0.4585
C 10.375 3.503 3.766 -0.6395
C 10.486 2.590 2.524 -0.0619
O 10.549 1.275 3.022 -0.7469
H 10.137 4.490 3.369 0.2016
H 11.251 3.763 4.359 0.2167
H 9.648 3.176 4.510 0.2007
H 11.343 2.991 1.984 0.1816
H 9.630 2.450 1.864 0.1736
H 9.769 0.972 3.494 0.4741
C 11.718 0.097 9.673 -0.6274
C 10.627 -0.172 10.677 -0.0463
O 9.594 -0.760 10.068 -0.7250
H 12.091 -0.887 9.388 0.2058
H 12.567 0.683 10.027 0.2172
H 11.171 0.485 8.814 0.2150
H 10.191 0.757 11.045 0.1435
H 11.025 -0.814 11.462 0.1449
H 8.868 -0.960 10.663 0.4724
C 17.284 -1.741 2.008 -0.6300
C 17.347 -1.010 0.625 -0.0604
O 18.526 -1.395 -0.035 -0.7304
H 18.178 -1.431 2.550 0.2078
H 17.267 -2.823 1.880 0.2069
H 16.346 -1.668 2.559 0.2148
H 17.270 0.046 0.887 0.1596
H 16.446 -1.345 0.111 0.1542
H 18.863 -0.763 -0.675 0.4774

---

# 2
57
Properties=species:S:1:pos:R:3:nbo_charge:R:1 method="wB97M-V/def2-TZVPD" relative_energy_kcal_mol=63.01 charge=0 smiles=OCCO.OCCO.OCCO.CCO.CCO.CCO lumo_energy_ha=0.012
O -0.070 5.809 -0.401 -0.7097
C 0.926 4.899 -0.010 -0.0993
C 2.330 5.273 0.313 -0.0938
O 2.480 6.204 1.388 -0.7207
H 0.087 6.181 -1.276 0.4649
H 0.451 4.645 0.947 0.1815
H 0.856 3.990 -0.614 0.1747
H 2.793 5.768 -0.550 0.1584
H 2.912 4.394 0.599 0.1775
H 3.391 6.142 1.680 0.4670
O -0.369 -0.729 -3.639 -0.7086
C -1.606 -0.342 -4.256 -0.1009
C -2.784 -0.316 -3.265 -0.0983
O -3.049 -1.626 -2.716 -0.7413
H -0.730 -1.341 -2.984 0.4676
H -1.439 0.616 -4.758 0.1732
H -1.872 -0.918 -5.150 0.1612
H -3.687 -0.070 -3.821 0.1881
H -2.561 0.372 -2.450 0.1656
H -2.435 -1.792 -1.991 0.4866
O 1.106 -3.469 -0.830 -0.7558
C 0.915 -4.762 -1.367 -0.0801
C -0.101 -5.597 -0.467 -0.0784
O -0.583 -6.727 -1.195 -0.7382
H 1.466 -3.612 0.063 0.4876
H 0.373 -4.660 -2.306 0.1769
H 1.889 -5.253 -1.380 0.1669
H -0.986 -5.042 -0.154 0.1693
H 0.496 -5.931 0.378 0.1699
H -1.076 -6.525 -1.993 0.4730
C 0.149 0.425 -0.432 -0.6330
C -0.678 -0.586 0.327 -0.0690
O -0.935 -1.697 -0.503 -0.7626
H -0.377 0.808 -1.303 0.2207
H 1.049 -0.128 -0.709 0.2148
H 0.471 1.232 0.230 0.1992
H -1.644 -0.155 0.619 0.1608
H -0.281 -0.827 1.318 0.1588
H -0.422 -2.415 -0.110 0.5010
C -1.715 3.220 2.919 -0.6323
C -2.659 3.945 1.907 -0.0632
O -3.048 5.170 2.532 -0.7186
H -2.236 2.876 3.813 0.2116
H -1.058 3.998 3.315 0.1961
H -1.203 2.428 2.374 0.1993
H -3.474 3.279 1.632 0.1797
H -2.063 4.219 1.033 0.1650
H -2.227 5.662 2.623 0.4621
C 3.105 -2.235 2.007 -0.6458
C 2.240 -3.242 2.709 -0.0650
O 1.662 -4.195 1.838 -0.7473
H 3.373 -1.584 2.846 0.2184
H 2.472 -1.607 1.379 0.2161
H 4.016 -2.585 1.526 0.2188
H 1.342 -2.739 3.078 0.1836
H 2.771 -3.890 3.413 0.1721
H 2.244 -4.960 1.827 0.4737

---

# 3
68
Properties=species:S:1:pos:R:3:nbo_charge:R:1 method="wB97M-V/def2-TZVPD" charge=+2 lumo_energy_ha=-0.221
N 2.340 -3.413 -3.413 -0.8679
H 3.301 -3.289 -3.700 0.4654
H 1.634 -3.022 -4.021 0.4384
H 2.464 -3.048 -2.478 0.4935
H 2.071 -4.386 -3.463 0.4426
N -2.329 -1.741 0.590 -0.8816
H -1.892 -2.173 1.394 0.4904
H -1.744 -0.950 0.354 0.4650
H -3.236 -1.425 0.904 0.4311
H -2.464 -2.359 -0.199 0.4225
N 1.451 0.218 -5.755 -0.8633
H 1.247 -0.722 -6.064 0.4147
H 1.916 0.257 -4.857 0.4757
H 0.531 0.633 -5.710 0.4537
H 1.921 0.773 -6.457 0.4740
N -3.278 1.808 -1.853 -0.8647
H -3.148 2.410 -2.655 0.4513
H -3.444 1.022 -2.467 0.4304
H -4.161 2.097 -1.454 0.4399
H -2.472 1.755 -1.244 0.4879
N 0.276 4.370 -3.404 -0.8593
H -0.411 5.093 -3.240 0.4320
H 1.222 4.705 -3.288 0.4297
H 0.237 3.950 -4.323 0.4595
H 0.121 3.673 -2.686 0.4528
C 0.383 -0.660 -0.358 -0.5442
C 1.468 -0.895 -1.117 0.3727
C 1.819 -0.055 -2.310 0.4601
O 2.792 -0.265 -3.140 -0.7436
C 1.010 0.997 -2.637 -0.5289
C -0.128 1.350 -1.802 0.4225
C -0.528 0.466 -0.605 0.4649
O -1.499 0.790 0.091 -0.7417
O -0.748 2.381 -2.224 -0.7604
O 2.178 -1.818 -0.664 -0.6301
H 0.282 -1.147 0.600 0.2285
H 1.355 1.593 -3.468 0.2164
B 0.356 3.170 -6.112 1.2595
F 0.426 4.518 -6.288 -0.5393
F 0.155 2.671 -7.359 -0.5390
F 1.465 2.707 -5.528 -0.5588
F -0.760 2.877 -5.287 -0.5713
C -0.990 2.519 3.233 -0.6443
C -1.319 1.024 3.285 -0.0585
O -0.425 0.352 4.166 -0.7960
P -0.545 -1.244 4.214 2.6292
O -1.115 -1.855 3.027 -1.1846
O 0.961 -1.558 4.474 -0.8087
C 1.635 -2.650 3.948 -0.0671
C 2.405 -2.235 2.766 -0.6326
O -1.281 -1.667 5.609 -0.7937
C -0.914 -1.269 6.845 -0.0649
C -0.953 -2.670 7.648 -0.6374
H -1.742 3.110 2.709 0.2174
H -0.572 3.072 4.074 0.2459
H -0.196 2.575 2.488 0.2049
H -2.340 0.818 3.605 0.1672
H -1.244 0.627 2.273 0.1817
H 2.207 -3.210 4.688 0.1997
H 0.932 -3.433 3.662 0.1756
H 3.020 -3.098 2.511 0.2203
H 1.715 -2.194 1.923 0.2057
H 3.078 -1.386 2.881 0.2320
H 0.069 -0.802 6.765 0.1793
H -1.501 -0.552 7.419 0.1928
H -0.191 -2.866 8.402 0.2251
H -1.915 -2.818 8.138 0.2168
H -0.959 -3.504 6.946 0.2129

---

# 4
61
Properties=species:S:1:pos:R:3:lowdin_charge:R:1 method="wB97M-V/def2-TZVPD" relative_energy_kcal_mol=35.34 charge=+1 lumo_energy_ha=-0.223
Ca -0.737 -2.220 -5.402 1.6462
O -0.304 -1.321 -3.612 -0.6050
H -0.134 -0.884 -2.768 -0.0712
O -2.816 -0.776 2.678 -0.2504
P -3.087 -1.102 1.277 0.4539
N -2.815 -2.691 0.884 -0.3026
C -3.591 -3.618 1.726 -0.1040
C -1.413 -3.057 0.863 -0.1261
N -2.115 -0.243 0.254 -0.2788
C -2.062 -0.508 -1.172 -0.1170
C -0.972 0.434 0.861 -0.1074
N -4.680 -0.897 0.896 -0.2986
C -5.286 0.308 1.455 -0.1019
C -5.280 -1.333 -0.364 -0.1110
H -3.413 -3.423 2.790 0.0888
H -3.285 -4.646 1.534 0.0802
H -4.651 -3.504 1.508 0.0719
H -0.848 -2.370 0.230 0.0504
H -1.288 -4.074 0.495 0.0837
H -0.951 -2.957 1.857 0.0994
H -3.014 -0.262 -1.639 0.0656
H -1.249 0.055 -1.626 0.0612
H -1.869 -1.575 -1.361 0.0649
H -0.164 -0.243 1.159 0.0701
H -0.608 1.179 0.147 0.0608
H -1.255 1.001 1.744 0.0899
H -6.370 0.250 1.345 0.0809
H -5.134 0.311 2.532 0.0802
H -4.905 1.204 0.960 0.0857
H -6.360 -1.276 -0.263 0.0813
H -4.985 -2.366 -0.561 0.0704
H -4.965 -0.745 -1.235 0.0603
O 1.874 1.804 1.561 -0.2585
P 2.715 1.515 0.396 0.4527
N 2.975 -0.051 0.019 -0.2982
C 3.737 -0.876 0.965 -0.0883
C 2.024 -0.756 -0.810 -0.1125
N 4.242 2.091 0.619 -0.3117
C 4.411 3.268 1.460 -0.0974
C 5.314 1.829 -0.317 -0.1135
N 2.072 2.128 -0.997 -0.2963
C 2.599 1.873 -2.309 -0.1358
C 1.030 3.138 -0.921 -0.1018
H 4.486 -1.460 0.421 0.0835
H 3.071 -1.572 1.485 0.0870
H 4.230 -0.254 1.705 0.0827
H 2.097 -0.527 -1.874 0.0535
H 1.005 -0.586 -0.435 0.0528
H 2.211 -1.831 -0.750 0.0915
H 3.639 3.277 2.226 0.0719
H 5.402 3.295 1.905 0.0821
H 4.233 4.192 0.882 0.0867
H 6.269 2.000 0.187 0.0853
H 5.293 0.783 -0.616 0.0687
H 5.288 2.511 -1.178 0.0822
H 3.469 1.229 -2.262 0.0683
H 1.836 1.395 -2.950 0.0725
H 2.830 2.816 -2.821 0.0906
H 0.307 2.964 -1.730 0.0807
H 1.426 4.144 -1.084 0.0871
H 0.522 3.011 0.030 0.0625

---

The highest charge belongs to which entry? C12H37BF4N5O8P

---

Which of these has the highest charge? C12H37BF4N5O8P

---

The highest charge belongs to which entry? C12H37BF4N5O8P